Entry from the Open Molecules 2025 dataset: C29H35F5N4P2Pt as an isolated structure in a non-equilibrium geometry (ωB97M-V/def2-TZVPD).

The geometry in XYZ format:
```
76
Properties=species:S:1:pos:R:3:forces:R:3:mulliken_spin:R:1
Pt -0.489 0.633 -0.304 0.906 -2.421 0.483 0.7738
C -4.142 5.101 -3.972 -0.266 0.006 -0.174 -0.0004
C -2.853 5.384 -4.150 -0.084 0.723 -0.726 0.0009
C -2.190 6.588 -3.529 -0.038 0.259 -0.263 0.0011
C -2.699 6.986 -2.125 0.196 0.395 0.341 0.0006
C -3.048 5.869 -1.166 -0.338 0.323 0.327 -0.0003
C -4.282 5.355 -1.070 0.277 0.994 0.212 0.0000
C -5.386 6.003 -1.876 -0.474 -0.290 -0.077 0.0007
C -5.141 6.076 -3.407 -0.376 -0.095 0.151 -0.0002
C -0.519 -0.367 1.502 0.180 -0.552 1.185 0.2717
H -4.568 4.145 -4.280 0.222 0.451 -0.273 0.0007
H -2.268 4.917 -4.956 -0.193 -0.441 0.885 0.0004
H -2.357 7.464 -4.189 0.330 -0.276 0.216 -0.0004
H -1.100 6.423 -3.477 -0.336 0.011 -0.147 0.0020
H -1.893 7.571 -1.645 -0.378 -0.031 -0.248 -0.0006
H -3.560 7.662 -2.251 0.350 -0.203 0.237 -0.0001
H -2.271 5.677 -0.423 -0.476 -0.254 -0.307 -0.0021
H -4.574 4.622 -0.313 0.335 0.147 -0.205 -0.0026
H -5.535 7.044 -1.525 0.017 -0.508 0.062 -0.0001
H -6.336 5.475 -1.716 0.300 0.133 0.137 -0.0001
H -6.108 5.851 -3.882 0.317 0.156 -0.024 0.0000
H -4.889 7.107 -3.698 0.026 -0.388 0.023 0.0001
H -0.806 -1.401 1.315 -0.096 0.287 0.095 -0.0075
H -1.202 0.096 2.225 0.275 -0.337 -0.113 -0.0143
H 0.510 -0.338 1.880 -0.200 -0.093 -0.060 0.0190
P -0.597 2.558 0.835 -0.237 -0.496 0.151 0.1858
P -0.041 1.811 -2.134 -0.361 -0.926 -0.619 0.4852
N -2.071 2.748 1.746 -0.032 0.358 0.467 0.0391
N 0.666 2.832 2.017 -0.070 -0.094 0.670 -0.0359
N -1.451 1.592 -3.134 -0.288 0.472 -0.697 -0.0377
N 1.182 1.360 -3.251 0.884 0.160 -0.365 -0.0032
C -0.429 3.913 -0.329 -0.287 0.613 -0.277 0.3545
C 0.224 3.550 -1.676 0.257 0.355 -0.085 -0.0390
C -3.047 1.741 1.878 -0.449 1.061 0.834 -0.0216
C -4.027 2.193 2.756 1.274 0.017 -0.930 0.0210
C -3.667 3.517 3.169 1.300 -0.150 -0.864 0.0048
C -2.458 3.833 2.548 -1.132 -0.896 0.267 -0.0003
C 0.901 1.967 3.098 0.600 0.556 -0.063 -0.0014
C 2.048 2.368 3.758 -0.875 -0.153 -0.511 -0.0089
C 2.537 3.535 3.098 -0.660 -0.008 -0.748 -0.0017
C 1.684 3.798 2.036 0.165 -0.348 0.478 0.0051
C -2.551 0.747 -2.911 -0.358 0.572 -0.076 -0.0463
C -3.595 1.147 -3.731 0.992 -0.302 0.441 0.0191
C -3.096 2.192 -4.554 0.895 0.500 -0.024 0.0137
C -1.796 2.453 -4.167 -0.664 -0.270 -0.015 -0.0003
C 1.278 1.585 -4.637 1.083 -0.706 0.322 0.0174
C 2.462 1.002 -5.087 -1.158 0.484 0.974 -0.0033
C 3.112 0.409 -3.955 -0.817 0.549 0.660 0.0179
C 2.329 0.659 -2.838 0.027 0.144 -1.230 0.0379
H 0.071 4.756 0.161 -0.083 0.044 -0.320 -0.0213
H -1.452 4.218 -0.535 0.040 -0.157 0.113 -0.1958
H -0.113 4.204 -2.495 0.040 0.081 0.384 0.0135
H 1.312 3.660 -1.562 -0.160 -0.109 -0.342 0.0511
H -2.947 0.805 1.353 -0.048 0.113 -0.077 -0.0388
H -4.891 1.631 3.063 -0.065 -0.024 -0.023 0.0003
H -4.227 4.150 3.837 0.070 0.067 -0.005 0.0004
H -1.856 4.723 2.598 0.075 0.039 0.034 -0.0004
H 0.248 1.129 3.283 0.107 0.270 0.082 0.0020
H 2.475 1.862 4.615 -0.078 0.171 -0.136 0.0015
H 3.416 4.106 3.381 -0.249 -0.079 -0.197 0.0003
H 1.714 4.575 1.284 0.105 -0.119 0.205 0.0024
H -2.486 -0.103 -2.238 -0.097 0.566 -0.059 -0.0128
H -4.609 0.763 -3.716 0.348 -0.171 -0.128 0.0025
H -3.623 2.752 -5.316 0.089 -0.277 0.076 -0.0003
H -1.088 3.206 -4.500 -0.369 -0.222 0.093 0.0040
H 0.497 2.117 -5.161 0.249 -0.242 0.008 0.0012
H 2.813 1.008 -6.104 -0.022 -0.021 -0.057 0.0013
H 4.044 -0.134 -3.956 -0.056 0.035 0.019 0.0008
H 2.461 0.385 -1.800 -0.092 0.023 -0.211 -0.0603
F -0.297 -1.058 -2.752 0.218 -0.675 0.942 0.0100
C -0.198 -1.248 -1.369 -0.489 0.885 -0.152 0.1652
F 1.096 -1.670 -1.115 -0.771 0.046 -0.163 0.0173
C -1.133 -2.474 -1.072 -0.108 -0.438 -0.419 0.0031
F -2.456 -2.116 -1.126 1.259 -0.252 0.245 0.0079
F -0.944 -3.430 -2.010 -0.197 0.445 0.586 0.0030
F -0.894 -3.056 0.135 -0.277 0.514 -0.995 -0.0025
```
Forces are in eV/Å.

Summary:
Kohn-Sham gap (alpha / beta) = 5.59 / 4.98 eV
lowest unoccupied orbital energy (alpha / beta) = 0.0155 / -0.1184 hartree
E_HOMO (alpha / beta) = -5.2 / -8.2 eV
ΔE to the lowest compared entry with this formula, charge and spin = 0.558 eV
<S²> = 2.005
2S+1 = 3